Molecular formula: C20H22BCoN3O2S
Method: DFT, wB97M-V/def2-TZVPD

Cartesian coordinates (Å):
H  2.72  -0.94  5.99
H  -2.92  0.06  -1.51
C  0.19  -0.23  1.33
C  2.17  -1.06  5.05
C  -1.14  -0.59  1.32
C  0.12  -0.34  6.25
O  0.64  -0.09  0.04
B  -0.46  -0.37  -0.80
H  -1.66  -0.78  4.61
H  -1.04  3.93  -5.35
C  -0.98  2.18  -4.14
C  0.98  -0.08  5.02
H  2.86  -0.88  4.23
H  2.95  0.04  -3.31
H  -0.27  -1.36  6.27
C  -2.84  1.59  -2.89
H  1.82  -2.09  4.99
H  -3.42  4.42  -4.66
H  -2.88  -1.08  2.48
C  3.42  -1.74  -4.42
C  -1.84  -0.79  2.49
C  2.58  -0.89  -3.74
H  0.70  2.08  5.07
H  0.04  1.91  -4.41
C  1.54  -3.20  -4.75
H  3.49  -3.61  -5.49
C  2.87  -2.91  -4.94
H  -0.73  0.35  6.30
C  0.75  -2.29  -4.02
N  -1.58  1.34  -3.27
H  2.19  1.59  4.28
O  -1.57  -0.68  0.02
H  2.06  1.50  6.03
S  -0.91  -2.51  -3.59
C  1.52  1.36  5.10
C  0.21  -0.26  3.71
C  -1.13  -0.62  3.68
C  0.89  -0.06  2.50
H  -4.33  1.02  -1.64
H  1.94  0.22  2.47
H  0.72  -0.20  7.15
H  4.47  -1.50  -4.55
N  -3.45  0.74  -2.04
C  -1.58  3.29  -4.66
C  -2.90  3.55  -4.27
H  1.09  -4.10  -5.12
Co  -0.51  -0.35  -2.74
N  1.29  -1.15  -3.56
H  -4.55  2.89  -3.09
C  -3.53  2.71  -3.40

orbital gap (spin up / spin down): 7.52 / 7.74 eV
HOMO energy (spin up / spin down): -0.2736 / -0.2691 Ha
total energy: -78803.336 eV
multiplicity: 2
energy above the lowest of the compared OMol25 structures with the same formula, charge and spin: 92.50 kJ/mol



Molecular formula: C2H10N4S
Method: DFT, wB97M-V/def2-TZVPD

Cartesian coordinates (Å):
H  -13.92  3.38  0.08
N  14.56  1.84  -0.74
H  14.48  1.85  1.17
H  -12.42  -2.74  -1.30
H  -11.22  -2.33  -0.13
N  -13.04  -0.21  -0.76
S  -13.99  2.04  0.66
N  14.32  1.17  0.39
N  -12.83  -1.08  -0.03
H  14.82  1.37  -1.57
H  -12.94  -1.12  1.05
C  -12.25  -2.40  -0.31
H  13.97  -0.53  1.50
H  14.40  -0.87  -0.25
H  -12.63  -3.08  0.43
H  14.44  2.83  -0.74
C  14.22  -0.12  0.55

orbital gap (spin up / spin down): 5.90 / 5.94 eV
HOMO energy (spin up / spin down): -0.5475 / -0.5490 Ha
total energy: -19009.397 eV
total charge: +2
multiplicity: 1
energy above the lowest of the compared OMol25 structures with the same formula, charge and spin: 346.30 kJ/mol